{
  "formula": "C28H23BrN4O10SSr",
  "method": "ωB97M-V with the def2-TZVPD basis set",
  "e_above_lowest_kcal_mol": 14.0,
  "fmax_ev_per_a": 1.35,
  "energy_ha": -5055.50728,
  "orbital_gap_ev": 7.11,
  "charge": -2,
  "multiplicity": 1,
  "elements": ["Sr", "O", "C", "C", "C", "N", "C", "C", "C", "O", "O", "C", "O", "O", "H", "H", "H", "C", "C", "C", "C", "C", "C", "C", "S", "O", "O", "N", "C", "C", "C", "C", "C", "N", "H", "H", "H", "H", "H", "H", "H", "H", "H", "H", "H", "C", "C", "N", "O", "H", "H", "H", "H", "H", "Br", "C", "C", "C", "C", "C", "C", "C", "O", "O", "H", "H", "H", "H"],
  "positions_angstrom": [[0.673, -0.240, 0.801], [3.394, 2.525, 5.682], [2.948, 1.540, 4.825], [1.609, 1.212, 4.731], [1.234, 0.228, 3.829], [2.118, -0.401, 3.028], [3.414, -0.112, 3.182], [3.875, 0.846, 4.075], [4.450, -0.875, 2.336], [5.430, -1.278, 2.960], [4.257, -0.895, 1.108], [-0.270, -0.185, 3.781], [-0.892, -0.029, 4.826], [-0.702, -0.622, 2.683], [2.616, 2.922, 6.095], [0.844, 1.668, 5.344], [4.935, 1.023, 4.169], [-7.623, 0.690, 1.644], [-6.214, 1.029, 1.238], [-5.132, 0.343, 1.786], [-3.833, 0.615, 1.388], [-3.615, 1.595, 0.427], [-4.674, 2.297, -0.121], [-5.970, 2.008, 0.287], [-1.933, 1.893, -0.074], [-1.220, 2.405, 1.081], [-2.009, 2.752, -1.246], [-1.367, 0.456, -0.331], [-1.792, -0.403, -1.335], [-2.623, -0.022, -2.394], [-2.938, -0.960, -3.349], [-2.427, -2.248, -3.243], [-1.639, -2.524, -2.142], [-1.340, -1.656, -1.190], [-7.641, 0.118, 2.568], [-8.125, 0.096, 0.880], [-8.216, 1.592, 1.799], [-5.306, -0.412, 2.539], [-2.994, 0.094, 1.826], [-4.469, 3.052, -0.865], [-6.801, 2.556, -0.140], [-2.967, 0.996, -2.481], [-3.570, -0.676, -4.183], [-2.628, -3.012, -3.980], [-1.228, -3.517, -2.001], [2.205, 2.768, -1.540], [2.790, 1.881, -0.475], [4.008, 1.362, -0.662], [2.179, 1.697, 0.574], [2.586, 2.530, -2.531], [2.458, 3.801, -1.296], [1.124, 2.666, -1.533], [4.334, 1.323, -1.618], [4.259, 0.574, -0.023], [5.491, -5.103, -2.629], [4.282, -3.705, -3.099], [4.173, -3.336, -4.429], [3.301, -2.315, -4.767], [2.559, -1.677, -3.787], [2.671, -2.072, -2.462], [3.541, -3.093, -2.108], [1.847, -1.401, -1.396], [1.428, -0.242, -1.647], [1.648, -2.046, -0.342], [4.761, -3.841, -5.184], [3.205, -2.017, -5.801], [1.881, -0.870, -4.021], [3.630, -3.369, -1.068]],
  "forces_ev_per_angstrom": [[0.417, 0.179, 0.545], [-0.242, -0.059, -0.055], [0.177, 0.163, 0.165], [-0.098, -0.170, -0.118], [0.027, -0.230, 0.044], [-0.468, 0.355, 0.470], [0.007, -0.216, -0.093], [-0.041, -0.077, -0.024], [0.036, 0.904, 0.244], [0.617, -0.504, 0.610], [-0.475, 0.024, -1.036], [0.533, 0.156, -0.084], [-0.330, 0.133, 0.633], [-0.253, -0.263, 0.171], [0.150, -0.092, -0.085], [-0.050, 0.042, 0.053], [0.032, 0.008, 0.015], [-0.031, 0.080, -0.003], [-0.032, -0.141, 0.053], [0.047, 0.059, -0.052], [-0.168, 0.174, 0.013], [0.001, 0.015, 0.125], [0.002, -0.113, 0.047], [0.100, 0.121, -0.078], [0.136, 0.018, 0.057], [-0.183, 0.014, -0.361], [-0.060, 0.033, 0.151], [-0.734, -0.233, -0.896], [0.175, 0.901, 0.988], [-0.149, -0.072, -0.388], [-0.060, 0.009, -0.106], [-0.065, -0.015, -0.102], [0.056, -0.336, 0.091], [0.003, 0.279, -0.114], [0.027, -0.073, 0.108], [-0.006, -0.032, -0.061], [-0.041, 0.056, -0.008], [-0.024, -0.104, 0.093], [0.168, -0.110, 0.064], [0.003, 0.073, -0.076], [-0.068, 0.033, -0.042], [0.015, 0.072, 0.050], [-0.011, -0.050, -0.037], [-0.025, -0.022, -0.034], [0.052, -0.106, -0.022], [0.079, 0.026, -0.106], [-0.295, 0.133, 0.150], [0.510, -0.612, -0.127], [-0.083, 0.304, 0.253], [0.041, -0.009, -0.054], [-0.009, 0.063, -0.008], [-0.032, -0.036, 0.039], [0.033, -0.070, 0.240], [-0.125, 0.318, -0.230], [0.012, -0.010, -0.029], [0.024, -0.021, 0.018], [0.141, -0.157, -0.074], [-0.053, 0.078, 0.004], [0.014, -0.015, 0.006], [0.074, -0.087, -0.140], [0.092, -0.072, 0.002], [0.033, 0.006, -0.090], [0.097, -0.140, -0.152], [0.377, -0.662, -0.580], [-0.001, 0.005, 0.011], [-0.005, 0.021, -0.122], [-0.057, 0.069, -0.020], [-0.029, -0.010, 0.095]],
  "nbo_charge": [1.8264, -0.6838, 0.3331, -0.3382, 0.1170, -0.5210, 0.1601, -0.3104, 0.7449, -0.7391, -0.7887, 0.7517, -0.7178, -0.8432, 0.4705, 0.2276, 0.2330, -0.6212, -0.0319, -0.2268, -0.1140, -0.3524, -0.1831, -0.2386, 2.3356, -0.9666, -1.0026, -1.0524, 0.4016, -0.3137, -0.1663, -0.3377, 0.0555, -0.4681, 0.2097, 0.2079, 0.2037, 0.2041, 0.2664, 0.2307, 0.1917, 0.2350, 0.1927, 0.1981, 0.1827, -0.7056, 0.7207, -0.8277, -0.7249, 0.2022, 0.2180, 0.2616, 0.3746, 0.4631, 0.0047, -0.0813, -0.2612, -0.2248, -0.2039, -0.0341, -0.2187, 0.7353, -0.7989, -0.7707, 0.2094, 0.1993, 0.2344, 0.2662]
}

{
  "formula": "C28H23Cl3N2O2S2SbSe4Tl",
  "method": "ωB97M-V with the def2-TZVPD basis set",
  "e_above_lowest_kcal_mol": 0.0,
  "fmax_ev_per_a": 2.21,
  "energy_ha": -13536.30401,
  "orbital_gap_ev": 4.74,
  "charge": -2,
  "multiplicity": 1,
  "elements": ["Tl", "Cl", "C", "C", "C", "C", "C", "C", "N", "C", "C", "N", "C", "O", "C", "C", "C", "Cl", "S", "C", "C", "C", "Cl", "C", "H", "H", "H", "H", "H", "H", "H", "H", "H", "H", "H", "H", "H", "O", "S", "C", "C", "C", "C", "C", "C", "C", "C", "C", "C", "C", "C", "H", "H", "H", "H", "H", "H", "H", "H", "H", "H", "Se", "Sb", "Se", "Se", "Se"],
  "positions_angstrom": [[16.958, 12.276, 6.277], [22.367, 13.046, 11.713], [22.216, 11.732, 10.577], [21.200, 11.654, 9.674], [21.089, 10.597, 8.811], [22.051, 9.586, 8.786], [21.846, 8.265, 8.091], [22.730, 8.049, 6.823], [23.179, 9.225, 6.152], [24.528, 9.573, 6.130], [24.584, 10.778, 5.496], [23.308, 11.155, 5.162], [22.517, 10.166, 5.498], [20.496, 8.014, 7.798], [19.629, 7.786, 8.919], [20.117, 6.508, 9.638], [20.571, 6.405, 10.921], [20.798, 7.607, 12.099], [21.133, 4.850, 11.287], [20.747, 4.260, 9.714], [20.190, 5.233, 8.934], [23.123, 9.759, 9.648], [24.328, 8.493, 9.840], [23.238, 10.757, 10.575], [20.371, 12.345, 9.664], [20.232, 10.505, 8.184], [22.187, 7.519, 8.804], [22.126, 7.373, 6.201], [23.610, 7.528, 7.126], [25.231, 8.942, 6.672], [25.398, 11.465, 5.329], [21.456, 10.021, 5.312], [18.658, 7.719, 8.471], [19.638, 8.621, 9.642], [21.037, 3.247, 9.369], [19.807, 5.078, 7.952], [23.993, 10.695, 11.364], [10.094, 8.538, 5.010], [10.583, 9.836, 5.498], [9.206, 10.671, 6.375], [7.898, 10.230, 6.095], [6.800, 10.735, 6.771], [7.010, 11.688, 7.738], [8.279, 12.178, 7.995], [9.352, 11.728, 7.264], [11.686, 9.548, 6.877], [12.802, 10.335, 6.950], [13.700, 10.070, 7.971], [13.490, 9.058, 8.935], [12.397, 8.210, 8.785], [11.486, 8.461, 7.741], [7.788, 9.459, 5.337], [5.824, 10.314, 6.550], [6.197, 12.064, 8.389], [8.409, 12.947, 8.733], [10.362, 12.120, 7.461], [13.037, 11.067, 6.175], [14.645, 10.658, 8.041], [14.192, 8.812, 9.728], [12.213, 7.379, 9.513], [10.519, 7.930, 7.738], [14.894, 12.397, 11.712], [16.428, 12.981, 9.976], [17.476, 10.932, 8.846], [15.131, 13.775, 7.880], [18.198, 14.577, 10.404]],
  "forces_ev_per_angstrom": [[-0.140, 0.059, 0.552], [-0.224, -0.169, -0.131], [1.775, -0.370, 0.417], [-1.257, 0.771, -0.026], [1.127, -1.170, -0.372], [-0.101, 0.408, 0.289], [0.468, 0.223, 0.071], [-1.804, -0.482, 0.471], [1.955, -1.022, 0.141], [-0.182, -0.361, 0.667], [-0.716, 0.131, 0.484], [-0.264, 0.341, -1.244], [-0.748, 0.735, 0.007], [-0.241, 0.268, -0.634], [1.654, -0.398, 0.964], [-1.053, 0.172, -0.942], [-0.014, 0.069, -0.969], [-0.156, 0.544, 0.170], [0.336, -1.053, -0.079], [0.221, -0.435, -0.719], [0.387, 0.590, 1.810], [0.271, -0.809, 0.486], [0.208, -0.318, -0.293], [-0.861, 0.981, 0.527], [-0.044, 0.472, 0.216], [-0.610, 0.088, -0.279], [0.072, -0.353, 0.123], [0.270, 0.302, -0.211], [0.572, -0.446, 0.222], [-0.107, 0.385, -0.351], [0.139, -0.228, 0.012], [0.178, 0.561, 0.053], [-0.591, -0.242, 0.060], [-0.093, -0.153, -0.424], [-0.436, 0.780, 0.606], [-0.002, 0.027, -0.588], [-0.204, 0.314, -0.509], [-0.738, -0.765, -0.219], [0.430, 1.371, 0.332], [-1.238, -0.389, -0.177], [1.074, -0.408, -0.447], [0.123, -0.425, -0.320], [-0.835, 0.646, 1.288], [-0.353, 0.262, -0.411], [1.760, -0.348, 0.149], [-0.934, -1.130, 0.113], [0.866, -0.068, 0.048], [1.545, 0.288, 1.215], [-0.058, -0.218, -1.051], [-0.800, -0.065, -0.110], [-0.714, 0.259, 0.868], [-0.052, -0.036, 0.186], [0.010, 0.227, 0.108], [0.340, -0.321, -0.656], [0.133, 0.150, 0.205], [-0.485, -0.142, -0.006], [-0.126, 0.020, 0.378], [-0.887, -0.383, 0.027], [0.133, 0.616, -0.210], [0.154, 0.858, -0.817], [0.699, 0.075, -0.396], [-0.240, -0.186, 0.321], [0.075, 0.038, -1.127], [-0.130, 0.154, -0.089], [0.342, -0.268, 0.131], [0.120, -0.024, 0.088]],
  "nbo_charge": [0.4636, 0.0040, 0.0018, -0.2556, -0.1000, -0.1329, 0.0814, -0.2191, -0.3470, -0.1202, -0.1010, -0.4685, 0.1863, -0.5372, -0.0913, -0.1014, -0.2830, 0.0746, 0.4474, -0.4334, -0.2361, 0.0015, -0.0614, -0.2691, 0.2898, 0.2501, 0.1908, 0.2197, 0.2155, 0.2125, 0.2033, 0.2083, 0.2280, 0.2218, 0.2345, 0.2292, 0.2322, -0.9861, 1.2909, -0.2390, -0.2212, -0.2188, -0.2158, -0.2106, -0.2047, -0.2853, -0.2247, -0.1719, -0.1843, -0.2017, -0.2236, 0.2328, 0.2064, 0.2040, 0.2199, 0.2437, 0.2349, 0.2707, 0.2368, 0.2043, 0.2190, -0.8236, 1.1183, -0.9671, -0.9013, -0.8412]
}